The following is a DFT calculation (wB97M-V/def2-TZVPD) of C30H32Br4N5O7PRu as an isolated structure.

Last column: Löwdin spin population.
Atoms and positions in Å:
Ru: -0.233425 -0.019265 -1.819193  3.702
Br: -1.022136 4.965774 -1.227125  0.005
Br: -5.597276 0.294820 -2.449308  0.001
Br: -6.397594 3.367718 -1.677722  0.004
Br: -4.244388 5.498842 -0.756219  0.001
P: -0.476490 -2.061859 -3.420568  0.034
O: -0.205767 -2.229511 -1.917267  0.112
O: -0.538315 1.948236 -1.699613  0.249
O: -1.092082 2.066352 1.757966  0.005
O: -2.279471 0.043846 -1.925976  0.128
O: -0.086140 -0.666424 -3.921814  0.120
O: 4.558527 0.384547 0.292953  -0.002
O: 0.280769 0.587893 4.870630  0.000
N: 1.926844 -2.950761 -4.120191  0.005
N: -3.208880 -2.119648 -2.899345  0.002
N: 0.563942 -0.237464 2.344549  0.011
N: -0.335616 -0.122829 0.203639  0.137
N: 1.997938 0.109714 0.500722  0.018
C: -2.267496 3.582944 -1.463997  0.019
C: -3.625883 3.849430 -1.424257  0.005
C: -4.597702 2.868056 -1.693586  0.016
C: 3.727173 0.272853 -3.309171  0.006
C: -2.824765 1.232006 -1.914071  0.015
C: 1.490770 -0.685104 3.296344  0.001
C: 5.976856 0.268495 0.234817  0.001
C: -2.070751 1.135932 1.436581  0.013
C: -1.792061 2.306328 -1.689579  0.019
C: -4.193104 1.541312 -1.976884  0.009
C: -3.446538 1.364651 1.659594  -0.001
C: 1.746576 0.060167 -1.954360  0.116
C: 3.914608 0.244650 -0.903623  0.006
C: 2.529103 0.140869 -0.820866  0.058
C: -2.514689 -1.146604 0.714885  0.013
C: -0.112926 1.046041 6.188089  0.000
C: 0.749990 -0.135230 0.973141  0.026
C: 0.479707 -3.198679 -4.383697  0.014
C: 3.254554 -1.534242 5.357202  0.001
C: -1.632086 -0.076323 0.796491  0.010
C: 2.281270 -0.544028 5.626497  0.000
C: 2.355993 0.216389 -3.226950  0.046
C: -4.327242 0.277190 1.521814  0.013
C: 4.513603 0.258827 -2.158783  0.029
C: 2.490459 -1.653418 3.061865  0.001
C: -3.854323 -0.938406 1.038964  -0.001
C: 3.330882 -2.102172 4.086714  0.000
C: 1.386144 -0.172517 4.619818  0.001
C: -2.193427 -2.369746 -3.949769  0.005
C: -1.438397 3.342124 2.346482  0.000
H: -1.045299 1.565232 6.021763  0.000
H: -3.801346 2.366880 1.853205  0.000
H: -1.838524 3.182455 3.354153  0.000
H: -4.136994 -1.903207 -3.298978  0.000
H: 5.603488 0.319852 -2.217734  0.002
H: -0.299923 0.192085 6.852395  0.000
H: 3.881040 -1.879619 6.190290  0.000
H: 1.707349 0.306980 -4.093014  0.005
H: 2.231686 -0.020299 6.580437  0.000
H: 6.289366 -0.731684 -0.186601  0.000
H: -2.910822 -1.184998 -2.393111  0.001
H: 2.421318 -3.734989 -4.547370  0.000
H: 2.004601 -2.841353 -3.099133  0.003
H: 2.251302 -2.060942 -4.572625  0.001
H: -4.534321 -1.774920 0.837666  0.000
H: -3.272278 -2.906110 -2.236882  0.001
H: -2.170543 -2.103082 0.340311  0.001
H: 0.659837 1.727661 6.592130  0.000
H: -0.469521 3.889709 2.411726  0.000
H: 6.451028 1.092447 -0.339071  0.000
H: 0.287307 -3.128342 -5.482277  0.003
H: -2.157357 3.866248 1.693246  0.000
H: 2.711913 0.234337 1.215344  0.000
H: -0.174916 0.371106 2.752087  0.000
H: 6.330468 0.336074 1.285926  0.000
H: 4.233849 0.373740 -4.280236  0.001
H: -5.395635 0.369426 1.787111  0.001
H: -2.395881 -3.398407 -4.322812  0.000
H: -2.403743 -1.632709 -4.754386  0.002
H: 2.624999 -2.104079 2.077583  0.000
H: 4.082471 -2.855780 3.845145  0.000
H: 0.288383 -4.245525 -4.092121  0.003

Forces on atoms 1 to 3 (eV/Å):
Ru 0.4 1.9 0.5
Br 0.3 0.0 0.1
Br 1.0 0.0 0.2

## Properties
* energy: -12694.7941 Eh
* spin multiplicity: 6
* F_max: 3.55 eV/A
* HOMO-LUMO gap (spin up / spin down): 4.27 / 5.89 eV
* net charge: +1
* E_LUMO (spin up / spin down): -3.190 / -3.283 eV
* energy relative to the best compared isomer or geometry (same formula, charge and spin): 0.0 kcal/mol

=====

The following is a DFT calculation (wB97M-V/def2-TZVPD) of C18H17ClMnN2O3S3Se2Te2 as an isolated structure.

Last column: natural (NBO) charge in e.
Atoms and positions in Å:
Te: -3.862406 0.503157 -0.783123  0.066
Te: -2.647260 2.461146 -2.211055  -0.013
Se: -0.817635 2.882797 -0.572562  -0.321
Se: -1.940847 -1.063722 -0.601715  -0.684
Mn: 0.248885 0.610010 -0.173546  1.350
Cl: 2.437297 2.257183 3.992705  -0.065
S: 5.018428 -2.551055 -0.124712  0.420
S: 3.031534 -1.704054 -2.816616  0.475
S: 0.547996 -2.753661 1.923309  0.539
O: 1.289727 1.863438 1.234081  -0.740
O: 1.448578 -0.793191 0.256584  -0.888
O: -0.408106 0.659743 1.931286  -0.683
N: 0.418065 0.404234 -2.269736  -0.539
N: -0.795180 0.136174 -4.394718  -0.469
C: 3.678200 -1.510753 0.191064  -0.187
C: 0.739238 1.904928 3.583375  -0.456
C: 0.989406 -3.078222 -3.471997  -0.263
C: 2.240547 -4.335104 0.847396  -0.277
C: 1.802610 -3.045084 0.794422  -0.188
C: 6.131861 -1.423693 0.530187  -0.435
C: -0.646834 1.133862 -5.438530  -0.389
C: -0.153417 0.281420 -3.264604  0.630
C: 2.046184 -2.413611 -4.019931  -0.448
C: 1.552725 -5.102304 1.825343  -0.267
C: 4.090829 -0.354737 0.778128  -0.249
C: 2.018741 -2.278310 -1.552700  -0.200
C: -1.945325 -0.757294 -4.451551  -0.411
C: 0.974362 -2.996788 -2.054797  -0.249
C: 0.544028 1.430338 2.156679  0.744
C: 5.500521 -0.303920 0.971672  -0.251
C: 2.218751 -1.873148 -0.094621  0.132
C: 0.609233 -4.368926 2.482427  -0.451
H: 0.226044 1.749152 -5.235119  0.222
H: 1.749269 -6.146810 2.025602  0.207
H: -2.004033 -1.322712 -3.522892  0.266
H: 2.310543 -2.333467 -5.062688  0.225
H: -2.862404 -0.169390 -4.545920  0.201
H: 0.368669 1.148779 4.266711  0.233
H: 0.213481 -3.436574 -1.425150  0.244
H: -1.528946 1.778502 -5.476578  0.202
H: 0.252421 -3.614192 -4.054286  0.214
H: 7.186938 -1.645419 0.544252  0.224
H: 0.171609 2.824507 3.714511  0.232
H: -1.846669 -1.428346 -5.306975  0.189
H: 3.392590 0.421623 1.058074  0.257
H: 6.017221 0.533946 1.418232  0.216
H: -0.053437 -4.701070 3.265751  0.224
H: -0.517630 0.636734 -6.402012  0.195
H: 3.019428 -4.726924 0.207773  0.219

Forces on atoms 1 to 3 (eV/Å):
Te -0.1 0.1 0.0
Te 0.0 0.0 0.0
Se 0.0 -0.1 0.1

## Properties
* energy: -9176.1725 Eh
* spin multiplicity: 5
* F_max: 0.48 eV/A
* HOMO-LUMO gap (spin up / spin down): 4.95 / 6.18 eV
* net charge: -1
* E_LUMO (spin up / spin down): 0.981 / 2.102 eV
* energy relative to the best compared isomer or geometry (same formula, charge and spin): 0.0 kcal/mol

=====

The following is a DFT calculation (wB97M-V/def2-TZVPD) of a 6-piece molecular cluster, C12H36O12 overall.

Last column: natural (NBO) charge in e.
Atoms and positions in Å:
O: -5.907655 -2.698311 -0.829683  -0.745
O: 6.832825 2.580959 0.103937  -0.554
O: -1.115615 -1.016811 2.226257  -0.635
O: 3.978575 0.954979 0.260877  -0.488
O: -1.665545 5.874579 0.700617  -0.721
O: -0.969675 -6.496231 -0.253173  -0.745
O: 2.621535 2.514689 -1.391053  -0.779
O: -0.516275 3.325209 -0.883643  -0.772
O: -1.637065 -3.683381 0.619137  -0.753
O: -0.232255 0.073719 -0.242743  -0.695
O: -4.943755 0.069609 -0.661633  -0.713
O: 2.246885 -0.471621 -1.918083  -0.713
C: -1.606515 3.587569 -0.021163  -0.107
C: 1.769565 0.562029 -2.738563  -0.109
C: -4.346195 -1.085771 -0.093903  -0.091
C: 0.252425 0.571709 0.984827  -0.063
C: -4.550025 -2.270311 -0.989543  -0.107
C: 4.741855 1.650989 1.146817  -0.113
C: 2.543925 1.763189 -2.647593  -0.122
C: 6.233215 1.486119 0.768887  -0.088
C: -1.816555 -6.078971 0.878797  -0.092
C: -1.112025 -4.795761 1.325657  -0.089
C: -1.376285 4.506939 1.160937  -0.104
C: 0.220055 -0.634371 2.017427  -0.076
H: 4.444025 2.695749 1.235497  0.218
H: 0.500335 -0.078111 2.911927  0.192
H: -0.398685 1.367089 1.347507  0.183
H: 6.373455 2.684409 -0.732653  0.478
H: -2.342625 4.078599 -0.657673  0.203
H: 6.474335 0.588049 0.200167  0.226
H: -3.308865 -0.790511 0.063797  0.176
H: -0.308185 0.817499 -0.844923  0.484
H: -2.800865 -5.940981 0.431367  0.189
H: 3.472815 1.548779 -0.298773  0.522
H: -1.449745 -7.093171 -0.831783  0.472
H: 6.830955 1.462379 1.680067  0.224
H: 1.878235 3.121919 -1.410403  0.517
H: 4.642785 1.351329 2.190127  0.260
H: -2.094475 2.705099 0.392647  0.180
H: -1.974665 4.328179 2.054287  0.205
H: -1.297175 -4.609511 2.383547  0.175
H: -1.099285 -3.472171 -0.147533  0.485
H: -0.022185 -4.804181 1.308797  0.190
H: -3.962045 -3.141631 -0.701133  0.185
H: 1.274295 0.946149 0.924117  0.158
H: 0.727415 0.626729 -2.425783  0.170
H: 0.835185 -1.486341 1.727847  0.190
H: -0.810955 6.281849 0.541277  0.466
H: -0.316855 4.462039 1.413337  0.168
H: -1.291205 -1.837241 1.759707  0.505
H: -4.290545 -2.008951 -2.015443  0.175
H: -5.682305 -0.317261 -1.137533  0.468
H: 1.674185 0.184489 -3.756633  0.223
H: -1.797215 -6.809621 1.687417  0.179
H: -0.674395 3.695859 -1.754973  0.490
H: 2.455865 -0.207291 -1.019163  0.464
H: -5.979145 -3.569111 -0.431933  0.482
H: 3.514105 1.839499 -3.138523  0.207
H: -4.824865 -1.310801 0.859157  0.171
H: 1.982875 2.400439 -3.331133  0.192

Forces on atoms 1 to 3 (eV/Å):
O -0.6 0.6 -0.8
O -1.5 -0.2 0.4
O 0.5 0.3 0.2

## Properties
* energy: -1381.1634 Eh
* spin multiplicity: 2
* F_max: 4.28 eV/A
* HOMO-LUMO gap (spin up / spin down): 9.25 / 2.40 eV
* net charge: +1
* E_LUMO (spin up / spin down): -2.576 / -9.420 eV
* energy relative to the best compared isomer or geometry (same formula, charge and spin): 24.0 kcal/mol

=====

The following is a DFT calculation (wB97M-V/def2-TZVPD) of a 5-piece molecular cluster, H8IO4 overall.

Last column: natural (NBO) charge in e.
Atoms and positions in Å:
I: 15.385797 -0.042363 17.640192  -0.937
O: 18.672682 -0.733223 17.527582  -0.976
O: 16.812672 -2.384908 20.001364  -0.954
O: 13.220003 1.698130 20.248034  -0.964
O: 12.378555 2.055247 16.807182  -0.962
H: 17.733436 -0.712321 17.344260  0.488
H: 13.719613 1.186433 19.611803  0.495
H: 17.032322 -1.680164 19.392004  0.483
H: 13.163971 1.520658 16.923668  0.496
H: 16.327617 -1.952161 20.703995  0.463
H: 18.746642 -0.438623 18.435317  0.456
H: 13.206381 2.584061 19.885868  0.459
H: 12.710462 2.942096 16.667284  0.453

Forces on atoms 1 to 3 (eV/Å):
I -0.4 0.3 0.0
O 1.2 -0.3 -0.1
O 0.4 -0.6 0.5

## Properties
* energy: -603.5662 Eh
* F_max: 1.20 eV/A
* HOMO-LUMO gap: 7.98 eV
* net charge: -1
* E_LUMO: 3.359 eV
* energy relative to the best compared isomer or geometry (same formula, charge and spin): 9.0 kcal/mol